(1)
{
  "formula": "C5H4NaO7Tl",
  "method": "the ωB97M-V functional and the def2-TZVPD basis",
  "elements": ["O", "C", "C", "O", "C", "H", "H", "H", "H", "O", "Tl", "O", "O", "C", "C", "O", "O", "Na"],
  "positions_angstrom": [[-1.837, 1.559, -0.097], [-2.958, 1.503, -0.949], [-3.865, 0.428, -0.314], [-3.246, 0.147, 0.918], [-1.838, 0.442, 0.818], [-3.436, 2.493, -0.980], [-2.660, 1.220, -1.971], [-3.920, -0.475, -0.944], [-4.886, 0.788, -0.129], [-1.313, 0.728, 1.945], [-0.288, -3.152, -1.520], [-0.328, -0.774, -1.002], [-1.589, -2.124, 0.239], [-0.860, -1.078, 0.121], [1.445, -2.460, 0.952], [2.216, -2.314, 1.902], [1.508, -3.351, 0.057], [3.423, -4.172, 1.154]],
  "homo_energy_ev": [-2.2813, -2.0761],
  "multiplicity": 2,
  "s2": 0.78,
  "charge": -1,
  "e_above_lowest_kcal_mol": 13.9,
  "homo_lumo_gap_ev": [2.992, 2.607]
}

=====

(2)
{
  "formula": "C3H8N2O",
  "method": "the ωB97M-V functional and the def2-TZVPD basis",
  "elements": ["C", "N", "C", "N", "C", "O", "H", "H", "H", "H", "H", "H", "H", "H"],
  "positions_angstrom": [[0.977, 1.423, 0.773], [0.344, 0.019, -0.604], [0.073, -1.029, 0.549], [-0.666, 0.115, -1.606], [-1.049, -1.764, 0.490], [0.862, -0.737, 1.497], [1.226, -0.181, -1.073], [-1.486, 0.551, -1.194], [-0.313, 0.679, -2.374], [0.021, 1.623, 1.238], [1.810, 1.352, 1.454], [1.189, 2.076, -0.068], [-1.582, -1.843, -0.446], [-1.408, -2.284, 1.364]],
  "homo_energy_ev": -7.4905,
  "charge": 0,
  "e_above_lowest_kcal_mol": 133.3,
  "homo_lumo_gap_ev": 7.487
}

=====

(3)
{
  "formula": "C2H6N4",
  "method": "the ωB97M-V functional and the def2-TZVPD basis",
  "elements": ["C", "N", "N", "N", "C", "N", "H", "H", "H", "H", "H", "H"],
  "positions_angstrom": [[1.417, -0.341, -0.527], [0.257, -0.207, 0.346], [-0.092, 1.073, 0.574], [-1.191, 1.301, 1.201], [-1.201, -0.867, -0.266], [-2.237, -0.334, 0.029], [0.094, 1.746, -0.175], [-1.308, 0.567, 1.899], [-0.905, -1.742, -0.830], [2.333, -0.135, 0.029], [1.375, 0.313, -1.411], [1.459, -1.374, -0.870]],
  "homo_energy_ev": [-8.9991, -8.9998],
  "charge": 0,
  "e_above_lowest_kcal_mol": 110.0,
  "homo_lumo_gap_ev": [9.313, 9.315]
}

=====

(4)
{
  "formula": "C25H20I2MgN5O4",
  "method": "the ωB97M-V functional and the def2-TZVPD basis",
  "elements": ["Mg", "O", "C", "C", "C", "C", "C", "C", "C", "O", "N", "N", "C", "C", "C", "C", "C", "C", "N", "H", "H", "H", "H", "H", "H", "H", "H", "H", "H", "I", "C", "C", "C", "I", "C", "C", "C", "C", "N", "C", "C", "O", "H", "H", "H", "H", "N", "C", "O", "C", "C", "H", "H", "H", "H", "H", "H"],
  "positions_angstrom": [[-0.246, 0.688, 0.497], [0.670, -2.074, 4.719], [0.055, -0.988, 5.212], [0.171, -0.739, 6.582], [-0.440, 0.361, 7.148], [-1.178, 1.244, 6.366], [-1.289, 1.002, 5.010], [-0.689, -0.105, 4.413], [-0.848, -0.274, 2.939], [-1.447, 0.592, 2.264], [-0.286, -1.375, 2.447], [-0.496, -1.470, 1.092], [-0.096, -2.550, 0.549], [-0.224, -2.761, -0.895], [0.512, -3.781, -1.501], [0.459, -3.905, -2.879], [-0.334, -3.022, -3.594], [-1.063, -2.069, -2.890], [-1.021, -1.939, -1.576], [0.448, -2.091, 3.740], [0.752, -1.431, 7.176], [-0.337, 0.536, 8.212], [-1.650, 2.110, 6.809], [-1.835, 1.672, 4.359], [0.391, -3.324, 1.146], [1.130, -4.432, -0.899], [1.036, -4.670, -3.383], [-0.399, -3.063, -4.672], [-1.702, -1.367, -3.415], [-3.148, 3.247, -2.692], [-1.443, 2.239, -3.307], [-1.054, 2.319, -4.650], [0.046, 1.661, -5.131], [0.517, 1.828, -7.155], [0.840, 0.879, -4.250], [1.999, 0.160, -4.615], [2.690, -0.537, -3.666], [2.226, -0.515, -2.336], [1.148, 0.123, -1.975], [0.452, 0.809, -2.898], [-0.745, 1.471, -2.377], [-1.085, 1.298, -1.177], [-1.655, 2.918, -5.322], [2.330, 0.170, -5.646], [3.580, -1.097, -3.920], [2.763, -1.035, -1.551], [3.921, 0.737, 1.431], [2.571, 0.844, 1.383], [1.916, 0.026, 0.750], [1.924, 1.990, 2.110], [0.777, 2.527, 1.265], [4.368, -0.011, 0.930], [4.467, 1.427, 1.912], [2.718, 2.684, 2.437], [1.526, 1.544, 3.033], [1.194, 3.150, 0.464], [0.147, 3.172, 1.881]],
  "homo_energy_ev": -4.1371,
  "charge": -1,
  "e_above_lowest_kcal_mol": 11.8,
  "homo_lumo_gap_ev": 6.267
}

=====

(5)
{
  "formula": "C3H4N2O",
  "method": "the ωB97M-V functional and the def2-TZVPD basis",
  "elements": ["N", "C", "C", "C", "N", "O", "H", "H", "H", "H"],
  "positions_angstrom": [[-0.069, 0.173, -2.389], [-0.530, -0.106, -1.366], [-0.952, -0.446, -0.002], [0.349, -0.366, 0.822], [1.017, 0.817, 0.575], [0.749, -1.253, 1.537], [-1.412, -1.436, 0.032], [-1.678, 0.289, 0.363], [1.997, 0.776, 0.337], [0.529, 1.554, 0.091]],
  "homo_energy_ev": -10.6706,
  "charge": 0,
  "e_above_lowest_kcal_mol": 14.1,
  "homo_lumo_gap_ev": 11.272,
  "smiles": "N#CCC(N)=O"
}

=====

(6)
{
  "formula": "C20H21BF4N4O2V",
  "method": "the ωB97M-V functional and the def2-TZVPD basis",
  "elements": ["V", "C", "C", "C", "C", "C", "C", "N", "C", "C", "C", "C", "C", "N", "C", "C", "C", "C", "C", "C", "N", "H", "H", "H", "H", "H", "H", "H", "H", "H", "H", "H", "H", "H", "H", "H", "N", "C", "C", "C", "O", "O", "H", "H", "H", "H", "H", "H", "F", "B", "F", "F", "F"],
  "positions_angstrom": [[0.009, 0.758, 0.539], [-3.382, 1.329, 0.239], [-2.419, 2.202, -0.504], [-2.809, 3.410, -1.070], [-1.910, 4.129, -1.838], [-0.662, 3.586, -2.130], [-0.319, 2.379, -1.564], [-1.158, 1.763, -0.681], [0.849, 1.556, -1.924], [1.744, 1.847, -2.929], [2.682, 0.885, -3.284], [2.621, -0.365, -2.705], [1.685, -0.624, -1.704], [0.878, 0.366, -1.269], [1.514, -2.004, -1.201], [2.589, -2.877, -1.100], [2.334, -4.183, -0.706], [1.039, -4.569, -0.450], [0.005, -3.631, -0.588], [-1.415, -4.027, -0.325], [0.262, -2.386, -0.954], [-4.159, 1.016, -0.461], [-3.887, 1.858, 1.048], [-2.891, 0.433, 0.609], [-3.815, 3.770, -0.903], [-2.193, 5.087, -2.251], [0.015, 4.093, -2.801], [1.725, 2.806, -3.426], [3.421, 1.100, -4.044], [3.260, -1.161, -3.056], [3.600, -2.543, -1.292], [3.152, -4.884, -0.611], [0.810, -5.579, -0.134], [-1.733, -4.791, -1.036], [-2.083, -3.173, -0.418], [-1.502, -4.464, 0.672], [-0.915, 1.576, 2.443], [-1.622, 0.571, 3.286], [-0.755, -0.664, 3.535], [-0.123, -1.219, 2.281], [0.741, -2.032, 2.243], [-0.578, -0.619, 1.129], [-0.132, 1.954, 2.974], [-1.531, 2.363, 2.259], [-2.546, 0.288, 2.785], [-1.892, 1.003, 4.250], [-1.342, -1.458, 3.999], [0.068, -0.446, 4.218], [1.039, 2.072, 0.742], [2.962, 0.888, 2.029], [1.956, 0.805, 2.905], [2.846, 0.130, 0.943], [3.967, 1.679, 2.230]],
  "homo_energy_ev": [-14.4442, -14.4446],
  "multiplicity": 2,
  "s2": 0.76,
  "charge": 2,
  "homo_lumo_gap_ev": [6.546, 6.477]
}

=====

(7)
{
  "formula": "C2H3Cl2N",
  "method": "the ωB97M-V functional and the def2-TZVPD basis",
  "elements": ["Cl", "C", "Cl", "C", "N", "H", "H", "H"],
  "positions_angstrom": [[1.932, -1.701, -1.074], [0.528, -1.434, -0.105], [-0.175, -3.041, 0.559], [-0.341, -0.258, -0.235], [0.584, -0.435, 0.908], [-0.226, 0.537, -1.140], [-1.301, -0.338, 0.127], [1.464, 0.180, 0.957]],
  "homo_energy_ev": -10.2461,
  "charge": 0,
  "e_above_lowest_kcal_mol": 24.6,
  "homo_lumo_gap_ev": 10.981,
  "smiles": "ClC1(Cl)CN1"
}

=====

(8)
{
  "formula": "C3H5NO3",
  "method": "the ωB97M-V functional and the def2-TZVPD basis",
  "elements": ["C", "C", "O", "O", "H", "H", "H", "H", "N", "C", "O", "H"],
  "positions_angstrom": [[-0.838, 0.249, 1.426], [-0.344, 0.619, 0.068], [-0.520, -0.115, -0.972], [-0.167, 1.924, -0.091], [-0.296, 0.805, 2.190], [-0.706, -0.820, 1.583], [-1.902, 0.495, 1.481], [0.022, 2.079, -1.033], [1.365, -1.878, -1.649], [1.208, -0.958, -0.876], [1.642, -0.294, 0.064], [0.537, -2.106, -2.192]],
  "homo_energy_ev": -10.3188,
  "charge": 0,
  "e_above_lowest_kcal_mol": 46.8,
  "homo_lumo_gap_ev": 10.625,
  "smiles": "CC(=O)O.N=C=O"
}

=====

(9)
{
  "formula": "C42H40F9N4O5P2S3TeV",
  "method": "the ωB97M-V functional and the def2-TZVPD basis",
  "elements": ["V", "N", "S", "N", "S", "N", "S", "N", "C", "C", "C", "C", "C", "C", "C", "C", "C", "C", "C", "C", "C", "C", "C", "C", "C", "C", "C", "C", "C", "C", "C", "C", "C", "C", "C", "C", "C", "C", "C", "C", "C", "C", "C", "C", "H", "H", "H", "H", "H", "H", "H", "H", "H", "H", "H", "H", "H", "H", "H", "H", "H", "H", "H", "H", "H", "H", "H", "H", "H", "H", "H", "H", "H", "H", "C", "C", "O", "P", "O", "Te", "O", "C", "C", "H", "H", "H", "H", "H", "H", "H", "H", "H", "H", "F", "C", "F", "F", "C", "O", "O", "F", "P", "F", "F", "F", "F", "F"],
  "positions_angstrom": [[-0.137, -1.945, -1.970], [-1.849, -0.177, 0.819], [-1.719, 1.225, 1.359], [-0.607, 2.121, 0.863], [0.938, 1.383, 0.441], [2.861, 0.527, -0.063], [2.707, -0.570, -1.042], [1.358, -1.484, -0.944], [2.863, -0.035, -2.753], [1.797, 0.567, -3.400], [1.982, 1.130, -4.653], [3.232, 1.109, -5.250], [4.306, 0.532, -4.584], [4.129, -0.035, -3.332], [4.037, -1.754, -0.937], [4.035, -2.862, -1.769], [5.061, -3.783, -1.648], [6.065, -3.584, -0.708], [6.052, -2.464, 0.112], [5.028, -1.535, 0.000], [1.370, 2.796, -0.594], [2.653, 3.322, -0.570], [2.963, 4.373, -1.419], [2.005, 4.877, -2.290], [0.728, 4.337, -2.301], [0.398, 3.295, -1.446], [1.698, 1.751, 2.028], [1.539, 3.008, 2.592], [2.031, 3.240, 3.867], [2.653, 2.216, 4.571], [2.794, 0.962, 3.995], [2.323, 0.721, 2.711], [-1.600, 1.036, 3.128], [-0.889, -0.062, 3.595], [-0.643, -0.163, 4.955], [-1.108, 0.815, 5.825], [-1.818, 1.905, 5.340], [-2.061, 2.027, 3.981], [-3.208, 2.141, 1.098], [-3.141, 3.445, 0.635], [-4.326, 4.133, 0.423], [-5.544, 3.518, 0.676], [-5.591, 2.210, 1.141], [-4.415, 1.510, 1.354], [0.829, 0.616, -2.928], [1.141, 1.592, -5.156], [3.374, 1.547, -6.229], [5.287, 0.522, -5.039], [4.972, -0.472, -2.817], [3.241, -3.010, -2.489], [5.071, -4.659, -2.283], [6.863, -4.310, -0.614], [6.834, -2.318, 0.845], [4.969, -0.655, 0.628], [3.399, 2.899, 0.086], [3.961, 4.791, -1.405], [2.256, 5.691, -2.957], [-0.023, 4.720, -2.981], [-0.598, 2.872, -1.459], [1.031, 3.789, 2.044], [1.922, 4.220, 4.313], [3.029, 2.399, 5.569], [3.276, 0.162, 4.541], [2.427, -0.249, 2.243], [-0.524, -0.815, 2.904], [-0.081, -1.007, 5.333], [-0.914, 0.728, 6.886], [-2.181, 2.665, 6.020], [-2.604, 2.879, 3.591], [-2.177, 3.888, 0.427], [-4.296, 5.148, 0.051], [-6.465, 4.061, 0.504], [-6.543, 1.731, 1.328], [-4.434, 0.486, 1.699], [-5.681, -2.333, 1.156], [-4.896, -2.351, -0.136], [-3.868, -1.345, -0.158], [-2.401, -1.577, 0.387], [-1.592, -2.288, -0.658], [1.381, -2.577, 0.939], [-2.535, -2.470, 1.676], [-2.243, -3.891, 1.709], [-1.777, -4.225, 3.103], [-6.459, -3.097, 1.113], [-6.170, -1.368, 1.297], [-5.042, -2.535, 2.014], [-5.537, -2.108, -0.982], [-4.453, -3.331, -0.330], [-1.471, -4.102, 0.971], [-3.159, -4.428, 1.451], [-0.841, -3.707, 3.314], [-1.609, -5.299, 3.187], [-2.521, -3.928, 3.843], [-3.157, -1.641, -3.243], [-2.719, -0.507, -3.820], [-3.758, 0.093, -4.390], [-1.856, -0.862, -4.790], [-2.006, 0.389, -2.774], [-2.438, 1.494, -2.540], [-0.971, -0.163, -2.250], [0.944, -2.342, -3.750], [0.566, -4.018, -3.855], [0.957, -4.059, -2.263], [0.092, -3.783, -5.335], [2.056, -4.321, -4.263], [0.104, -5.516, -3.826], [-0.938, -3.493, -3.290]],
  "homo_energy_ev": [-6.6061, -6.6291],
  "multiplicity": 3,
  "s2": 2.04,
  "charge": 0,
  "e_above_lowest_kcal_mol": 4.4,
  "homo_lumo_gap_ev": [6.298, 6.878]
}

=====

(10)
{
  "formula": "C3H5O3Sr",
  "method": "the ωB97M-V functional and the def2-TZVPD basis",
  "elements": ["O", "C", "C", "O", "O", "C", "H", "H", "H", "H", "H", "Sr"],
  "positions_angstrom": [[-0.831, 0.577, 1.776], [0.661, -0.260, 2.006], [-1.774, -0.189, 2.515], [1.604, 0.478, 1.776], [0.359, -1.157, 2.899], [-1.047, -1.497, 2.838], [-2.688, -0.382, 1.938], [-2.010, 0.368, 3.433], [-1.170, -2.215, 2.016], [-1.323, -1.889, 3.822], [0.516, -0.540, 0.255], [0.195, 1.562, -0.949]],
  "homo_energy_ev": -11.4366,
  "charge": 1,
  "e_above_lowest_kcal_mol": 118.5,
  "homo_lumo_gap_ev": 5.934
}

=====

(11)
{
  "formula": "C17H20N2O5S",
  "method": "the ωB97M-V functional and the def2-TZVPD basis",
  "elements": ["O", "C", "N", "C", "C", "C", "C", "C", "O", "C", "C", "C", "C", "S", "O", "O", "N", "C", "C", "C", "C", "C", "O", "C", "C", "H", "H", "H", "H", "H", "H", "H", "H", "H", "H", "H", "H", "H", "H", "H", "H", "H", "H", "H", "H"],
  "positions_angstrom": [[3.203, 0.003, -2.495], [3.040, -0.427, -1.372], [4.063, -0.773, -0.557], [5.451, -0.562, -0.923], [6.087, 0.475, -0.058], [6.103, 1.836, -0.139], [6.822, 2.292, 0.993], [7.183, 1.176, 1.679], [6.740, 0.071, 1.056], [1.679, -0.652, -0.788], [0.674, -1.112, -1.633], [-0.602, -1.326, -1.143], [-0.867, -1.057, 0.185], [-2.518, -1.281, 0.837], [-3.300, -1.997, -0.132], [-2.434, -1.788, 2.174], [-2.989, 0.324, 0.950], [-3.609, 0.873, -0.235], [-5.106, 0.533, -0.305], [-5.795, 1.153, -1.536], [-7.013, 1.865, -0.943], [-6.527, 2.170, 0.472], [-5.767, 1.042, 0.849], [0.112, -0.576, 1.033], [1.392, -0.377, 0.548], [3.873, -1.131, 0.366], [5.445, -0.234, -1.965], [6.001, -1.504, -0.830], [5.663, 2.432, -0.912], [7.038, 3.308, 1.253], [7.737, 1.038, 2.587], [0.913, -1.298, -2.669], [-1.396, -1.707, -1.767], [-3.564, 0.473, 1.769], [-3.472, 1.960, -0.218], [-3.091, 0.458, -1.100], [-5.205, -0.557, -0.276], [-6.068, 0.397, -2.267], [-5.127, 1.872, -2.012], [-7.293, 2.760, -1.492], [-7.866, 1.188, -0.901], [-7.330, 2.285, 1.201], [-5.903, 3.077, 0.480], [-0.146, -0.376, 2.060], [2.156, 0.019, 1.201]],
  "homo_energy_ev": -8.8407,
  "charge": 0,
  "e_above_lowest_kcal_mol": 40.8,
  "homo_lumo_gap_ev": 9.111,
  "smiles": "O=C(NCc1ccco1)c1ccc(S(=O)(=O)NC[C@@H]2CCCO2)cc1"
}

=====

(12)
{
  "formula": "C6H16IO2",
  "method": "the ωB97M-V functional and the def2-TZVPD basis",
  "elements": ["I", "C", "C", "C", "O", "H", "H", "H", "H", "H", "H", "H", "H", "C", "C", "C", "O", "H", "H", "H", "H", "H", "H", "H", "H"],
  "positions_angstrom": [[0.648, 2.411, 2.250], [-2.010, 0.397, -0.399], [-2.656, -0.295, 0.787], [-3.366, -1.691, 0.483], [-1.651, -0.597, 1.691], [-1.542, 1.323, -0.065], [-2.747, 0.597, -1.176], [-1.183, -0.193, -0.795], [-3.366, 0.421, 1.200], [-2.683, -2.409, 0.029], [-4.192, -1.638, -0.227], [-3.721, -2.185, 1.388], [-1.153, 0.207, 1.856], [3.530, 1.065, -0.616], [2.246, 0.334, -1.153], [1.892, -0.837, -0.220], [1.212, 1.290, -1.243], [3.251, 1.528, 0.330], [3.979, 1.728, -1.356], [4.366, 0.422, -0.342], [2.516, -0.120, -2.106], [0.993, -1.400, -0.472], [1.867, -0.466, 0.805], [2.701, -1.566, -0.277], [1.070, 1.674, -0.374]],
  "homo_energy_ev": -4.1698,
  "charge": -1,
  "e_above_lowest_kcal_mol": 10.7,
  "homo_lumo_gap_ev": 7.716
}

=====

| no. | E (Ha) |
| --- | --- |
| 1 | -1054.3504 |
| 2 | -303.6797 |
| 3 | -298.6736 |
| 4 | -2335.1130 |
| 5 | -301.4648 |
| 6 | -2512.3100 |
| 7 | -1053.0839 |
| 8 | -397.7622 |
| 9 | -6207.9963 |
| 10 | -373.3850 |
| 11 | -1543.6856 |
| 12 | -686.4732 |